Model a:
The following is a quantum chemistry calculation of C50H38N6PZr as an isolated structure, from the OMol25 dataset.

Geometry as XYZ:
```
96
Properties=species:S:1:pos:R:3:lowdin_charge:R:1
Zr 1.21 -0.26 0.43 1.67
C 0.14 5.29 2.23 -0.09
C 0.00 4.99 0.88 -0.09
C 0.57 3.84 0.36 -0.06
C 1.31 3.00 1.17 -0.33
C 1.47 3.30 2.51 -0.02
C 0.88 4.44 3.05 -0.07
N 2.00 1.86 0.62 -0.08
C 3.22 2.11 0.12 -0.24
C 3.79 3.41 -0.02 0.00
C 5.06 3.56 -0.48 -0.05
C 5.87 2.45 -0.85 -0.08
C 5.37 1.20 -0.73 -0.02
C 4.04 1.01 -0.27 -0.22
N 3.49 -0.22 -0.03 -0.06
N 4.29 -1.17 -0.02 0.09
C 3.75 -2.42 0.28 -0.31
C 4.67 -3.41 0.60 0.01
C 4.22 -4.66 0.93 -0.03
C 2.85 -4.90 0.90 -0.03
C 2.01 -3.86 0.56 -0.09
N 2.43 -2.62 0.26 0.08
H -0.32 6.19 2.64 0.11
H -0.57 5.64 0.23 0.11
H 0.47 3.60 -0.70 0.12
H 2.07 2.65 3.14 0.10
H 1.00 4.67 4.10 0.11
H 3.19 4.27 0.26 0.12
H 5.46 4.56 -0.58 0.11
H 6.88 2.61 -1.22 0.11
H 5.96 0.32 -0.99 0.11
H 5.72 -3.14 0.59 0.12
H 4.91 -5.45 1.20 0.12
H 2.44 -5.87 1.13 0.12
H 0.95 -4.05 0.50 0.10
C 1.55 -0.59 4.94 -0.07
C 0.49 -1.44 5.21 -0.06
C -0.23 -2.00 4.17 -0.03
C 0.10 -1.71 2.85 -0.20
C 1.15 -0.81 2.56 -0.21
C 1.87 -0.27 3.63 -0.12
C -0.57 -2.38 1.72 -0.23
C -1.51 -3.43 1.90 0.02
C -1.98 -4.12 0.83 0.02
C -1.52 -3.81 -0.47 -0.17
C -1.90 -4.54 -1.61 -0.01
C -1.40 -4.23 -2.84 -0.06
C -0.48 -3.16 -2.97 -0.05
C -0.10 -2.44 -1.87 -0.04
C -0.62 -2.74 -0.60 -0.25
N -0.19 -2.03 0.50 -0.04
H 2.13 -0.16 5.76 0.11
H 0.22 -1.67 6.24 0.11
H -1.05 -2.67 4.41 0.10
H 2.68 0.41 3.44 0.08
H -1.83 -3.69 2.90 0.11
H -2.69 -4.93 0.97 0.13
H -2.60 -5.37 -1.50 0.13
H -1.69 -4.79 -3.72 0.11
H -0.06 -2.92 -3.94 0.12
H 0.63 -1.66 -1.99 0.09
N -0.60 0.68 0.43 -0.35
P -1.65 0.73 -0.72 0.79
C -2.87 -0.62 -0.89 -0.30
C -3.55 -0.94 0.30 -0.08
C -4.64 -1.78 0.28 -0.07
C -5.08 -2.32 -0.93 -0.07
C -4.41 -2.02 -2.11 -0.07
C -3.30 -1.17 -2.09 -0.09
C -2.84 2.09 -0.51 -0.27
C -2.65 2.91 0.59 -0.09
C -3.55 3.94 0.86 -0.07
C -4.64 4.15 0.03 -0.07
C -4.84 3.32 -1.07 -0.07
C -3.96 2.28 -1.33 -0.08
C -0.85 0.97 -2.35 -0.26
C 0.54 1.05 -2.37 -0.14
C 1.25 1.33 -3.52 -0.06
C 0.56 1.54 -4.71 -0.06
C -0.83 1.47 -4.71 -0.05
C -1.53 1.20 -3.54 -0.08
H -3.22 -0.49 1.23 0.12
H -5.17 -2.01 1.20 0.11
H -5.95 -2.97 -0.96 0.11
H -4.74 -2.44 -3.05 0.11
H -2.77 -0.96 -3.01 0.10
H -1.81 2.73 1.24 0.09
H -3.39 4.58 1.73 0.11
H -5.33 4.96 0.23 0.11
H -5.71 3.46 -1.70 0.11
H -4.17 1.61 -2.15 0.09
H 1.08 0.96 -1.45 0.01
H 2.33 1.41 -3.50 0.11
H 1.09 1.77 -5.62 0.11
H -1.38 1.65 -5.63 0.11
H -2.62 1.19 -3.56 0.09
```

Output
* E_HOMO: -0.36074 Ha
* net charge: +1
* molecular weight: 845.1 g/mol
* LUMO: -4.0 eV
* Kohn-Sham gap: 0.2150 hartree

=====

Model b:
The following is a quantum chemistry calculation of C50H38N6PZr as an isolated structure, from the OMol25 dataset.

Geometry as XYZ:
```
96
Properties=species:S:1:pos:R:3:lowdin_charge:R:1
Zr 0.89 0.99 0.13 1.69
C 4.51 -2.73 -2.36 -0.08
C 4.41 -2.76 -0.98 -0.07
C 3.97 -1.65 -0.28 -0.06
C 3.62 -0.49 -0.97 -0.34
C 3.74 -0.46 -2.35 -0.04
C 4.18 -1.57 -3.05 -0.08
N 3.08 0.65 -0.30 -0.08
C 3.93 1.40 0.47 -0.22
C 5.29 1.08 0.73 0.00
C 6.06 1.90 1.51 -0.05
C 5.57 3.10 2.06 -0.08
C 4.28 3.47 1.80 -0.01
C 3.46 2.62 1.02 -0.23
N 2.19 2.93 0.63 -0.07
N 1.74 4.10 0.74 0.12
C 0.51 4.22 0.06 -0.31
C -0.13 5.45 0.04 0.01
C -1.26 5.59 -0.73 -0.03
C -1.73 4.50 -1.46 -0.03
C -1.06 3.30 -1.35 -0.13
N 0.04 3.15 -0.60 0.00
H 4.85 -3.61 -2.90 0.11
H 4.68 -3.66 -0.44 0.11
H 3.89 -1.67 0.80 0.12
H 3.48 0.46 -2.88 0.11
H 4.27 -1.53 -4.13 0.11
H 5.71 0.18 0.32 0.11
H 7.09 1.63 1.69 0.11
H 6.20 3.72 2.68 0.11
H 3.86 4.39 2.18 0.11
H 0.29 6.26 0.61 0.12
H -1.77 6.54 -0.77 0.12
H -2.60 4.57 -2.09 0.11
H -1.41 2.41 -1.85 0.09
C 1.16 1.62 4.64 -0.07
C 1.45 0.35 5.09 -0.07
C 1.48 -0.71 4.19 -0.03
C 1.21 -0.49 2.84 -0.20
C 0.96 0.80 2.35 -0.20
C 0.94 1.84 3.28 -0.12
C 1.19 -1.62 1.88 -0.23
C 1.25 -2.97 2.29 0.01
C 1.15 -3.97 1.37 0.01
C 0.97 -3.66 0.01 -0.16
C 0.84 -4.65 -0.99 -0.01
C 0.69 -4.29 -2.30 -0.05
C 0.67 -2.93 -2.66 -0.06
C 0.78 -1.95 -1.70 -0.05
C 0.93 -2.30 -0.34 -0.22
N 1.06 -1.31 0.60 0.03
H 1.13 2.45 5.33 0.11
H 1.65 0.17 6.14 0.11
H 1.71 -1.70 4.57 0.10
H 0.74 2.86 2.96 0.08
H 1.36 -3.21 3.34 0.11
H 1.19 -5.01 1.68 0.13
H 0.87 -5.69 -0.70 0.12
H 0.60 -5.05 -3.07 0.11
H 0.57 -2.65 -3.70 0.11
H 0.76 -0.91 -2.01 0.09
N -0.99 0.53 -0.24 -0.41
P -2.44 -0.04 -0.49 0.81
C -2.96 0.20 -2.21 -0.30
C -2.27 -0.46 -3.22 -0.09
C -2.58 -0.21 -4.55 -0.06
C -3.58 0.70 -4.88 -0.07
C -4.27 1.36 -3.87 -0.07
C -3.97 1.11 -2.54 -0.07
C -2.63 -1.80 -0.13 -0.29
C -2.16 -2.24 1.10 -0.08
C -2.31 -3.56 1.47 -0.07
C -2.94 -4.46 0.61 -0.07
C -3.42 -4.02 -0.62 -0.06
C -3.27 -2.69 -0.99 -0.07
C -3.66 0.81 0.53 -0.30
C -3.30 1.97 1.19 -0.08
C -4.24 2.65 1.96 -0.07
C -5.53 2.16 2.06 -0.07
C -5.89 0.98 1.41 -0.07
C -4.95 0.31 0.65 -0.08
H -1.50 -1.17 -2.97 0.08
H -2.04 -0.73 -5.33 0.11
H -3.81 0.89 -5.92 0.11
H -5.05 2.06 -4.12 0.11
H -4.52 1.62 -1.76 0.10
H -1.68 -1.54 1.78 0.11
H -1.95 -3.90 2.44 0.11
H -3.06 -5.49 0.90 0.11
H -3.91 -4.71 -1.29 0.11
H -3.65 -2.36 -1.94 0.10
H -2.28 2.34 1.11 0.08
H -3.96 3.56 2.48 0.11
H -6.26 2.68 2.66 0.11
H -6.90 0.60 1.50 0.11
H -5.23 -0.61 0.15 0.11
```

Output
* E_HOMO: -0.36007 Ha
* net charge: +1
* molecular weight: 845.1 g/mol
* LUMO: -3.9 eV
* Kohn-Sham gap: 0.2172 hartree

=====

Most stable structure: model b

=====

Model a:
The following is a quantum chemistry calculation of a 2-piece molecular cluster, C5H12NO2 overall, from the OMol25 dataset.

Geometry as XYZ:
```
20
Properties=species:S:1:pos:R:3:nbo_charge:R:1
C 1.05 0.60 -1.98 0.02
O 0.03 0.59 -2.76 -0.89
C 0.59 -0.33 -0.54 -0.11
C 0.44 0.94 0.30 -0.49
C -0.38 0.92 1.44 -0.11
C -0.09 1.42 2.67 -0.48
N -0.71 -0.99 -0.77 -0.94
H 1.34 1.68 -1.69 0.09
H 1.87 -0.09 -2.36 0.08
H 1.37 -0.98 -0.24 0.16
H 1.41 1.46 0.37 0.21
H -0.24 1.56 -0.51 0.22
H -1.44 0.49 1.23 0.17
H 0.84 1.91 2.83 0.17
H -0.65 1.20 3.53 0.18
H -1.49 -0.76 -0.14 0.34
H -0.88 -0.60 -1.81 0.43
H -0.53 -2.63 -0.32 0.50
H -1.73 -3.03 0.54 0.44
O -0.80 -3.36 0.21 -0.98
```

Output
* E_HOMO: -0.11756 Ha
* net charge: -1
* molecular weight: 118.2 g/mol
* LUMO: 3.8 eV
* Kohn-Sham gap: 0.2555 hartree

=====

Model b:
The following is a quantum chemistry calculation of C5H12NO2 as an isolated structure, from the OMol25 dataset.

Geometry as XYZ:
```
20
Properties=species:S:1:pos:R:3:nbo_charge:R:1
C 1.51 -0.84 -2.36 -0.42
N 1.13 -2.01 -1.56 -0.67
C 0.53 -1.64 -0.27 0.09
O -0.64 -0.94 -0.31 -0.78
H 0.65 -0.23 -2.64 0.18
H 2.03 -1.18 -3.26 0.16
H 2.17 -0.21 -1.77 0.21
H 0.45 -2.54 -2.08 0.33
H 1.29 -1.11 0.31 0.14
H 0.35 -2.62 0.23 0.11
O 0.71 1.29 -0.08 -0.78
C -0.42 0.83 0.15 0.46
C -0.93 0.67 1.58 -0.48
C -1.32 2.04 2.13 -0.60
H -1.23 1.12 -0.55 0.07
H -0.18 0.17 2.18 0.19
H -1.80 0.02 1.48 0.21
H -0.45 2.60 2.48 0.20
H -2.02 1.96 2.97 0.18
H -1.82 2.62 1.36 0.19
```

Output
* E_HOMO: -0.13679 Ha
* net charge: -1
* molecular weight: 118.2 g/mol
* LUMO: 4.2 eV
* Kohn-Sham gap: 0.2918 hartree

=====

Model c:
The following is a quantum chemistry calculation of a 2-piece molecular cluster, C5H12NO2 overall, from the OMol25 dataset.

Geometry as XYZ:
```
20
Properties=species:S:1:pos:R:3:nbo_charge:R:1
C -0.95 1.41 0.03 -0.30
N -1.58 0.61 -1.20 -0.62
C -0.87 -0.28 -0.58 0.40
C -1.36 -1.18 0.54 -0.12
O -0.30 -1.58 1.32 -0.91
C 0.26 -0.92 -1.36 -0.14
O 1.06 -1.82 -0.65 -0.81
C 0.48 1.44 0.62 -0.63
H -1.01 2.43 -0.33 0.23
H -1.61 1.34 0.87 0.18
H 3.15 0.05 0.29 0.00
H 3.00 0.07 1.00 0.00
H -1.85 -2.04 0.01 0.14
H -2.18 -0.66 1.07 0.13
H 0.64 -1.79 0.30 0.49
H 0.88 -0.09 -1.73 0.15
H -0.16 -1.37 -2.27 0.18
H 0.72 0.45 0.99 0.26
H 1.13 1.64 -0.21 0.19
H 0.54 2.28 1.29 0.20
```

Output
* E_HOMO: -0.10847 Ha
* net charge: -1
* molecular weight: 118.2 g/mol
* LUMO: 4.1 eV
* Kohn-Sham gap: 0.2574 hartree

=====

Most stable structure: model b